A structure of composition C30H79ClCu2N6O4 at a distorted geometry. Source: the Open Molecules 2025 dataset; level of theory: the ωB97M-V functional and the def2-TZVPD basis.

Geometry (Å):
Cu1 2.200 2.535 0.726
Cu2 -2.134 1.031 3.511
Cl1 0.828 0.908 4.434
O1 1.026 -0.517 4.041
O2 1.197 1.738 3.372
O3 -0.615 1.055 4.816
O4 1.598 1.156 5.609
N1 -3.640 -2.887 -5.001
N2 -3.828 1.245 2.191
N3 4.203 2.643 0.924
N4 0.282 2.418 -0.072
N5 1.011 -1.537 6.874
N6 3.434 -3.216 -0.864
C1 3.429 -5.573 -1.858
C2 -4.117 0.251 1.167
C3 -0.345 3.681 0.551
C4 -3.873 3.933 2.298
C5 4.204 -2.512 -1.971
C6 0.530 4.898 0.291
C7 0.262 0.051 0.735
C8 -4.921 -2.234 -5.371
C9 -0.970 2.807 -2.206
C10 -3.750 -1.242 1.284
C11 -4.648 1.563 4.666
C12 0.356 2.564 -1.517
C13 5.658 -2.001 -1.710
C14 -3.673 -4.236 -4.756
C15 4.649 4.092 1.071
C16 3.754 0.485 2.117
C17 5.028 1.879 -0.185
C18 -3.106 -2.096 -3.901
C19 1.215 -3.512 0.107
C20 2.066 -2.990 -1.068
C21 -0.536 1.234 0.335
C22 3.830 -4.623 -0.708
C23 -4.481 -4.681 -3.544
C24 4.063 4.880 2.237
C25 4.410 1.709 -1.583
C26 4.338 1.942 2.258
C27 -4.721 -1.241 -6.431
C28 -4.931 1.074 3.259
C29 -3.976 2.634 1.483
C30 -1.733 -2.573 -3.492
H1 5.870 -1.371 -0.866
H2 -0.932 2.792 -3.353
H3 2.964 4.730 2.258
H4 0.161 -3.241 -0.033
H5 -5.559 -4.531 -3.877
H6 -1.292 -1.801 -2.928
H7 3.348 1.404 -1.470
H8 -4.602 -1.776 0.738
H9 4.893 -4.692 -0.519
H10 5.149 0.890 0.279
H11 4.131 -3.084 -2.874
H12 -1.187 -2.740 -4.410
H13 -3.173 2.589 0.719
H14 2.363 -5.764 -1.772
H15 1.897 -1.923 -1.161
H16 -1.805 -3.503 -2.926
H17 4.339 -0.131 1.448
H18 1.098 0.289 1.342
H19 -2.770 -1.504 0.889
H20 5.719 4.147 1.299
H21 5.386 1.992 2.428
H22 1.420 -4.569 0.096
H23 -5.548 -2.948 -5.844
H24 -0.332 -0.577 1.397
H25 1.246 -2.527 7.062
H26 1.716 -3.438 -1.997
H27 1.240 -1.229 5.897
H28 -4.325 -1.697 -7.349
H29 -4.006 -4.666 -5.715
H30 -3.702 0.682 0.240
H31 -1.390 3.804 -1.966
H32 4.509 4.606 0.114
H33 0.806 1.640 -1.928
H34 0.649 -0.620 -0.063
H35 -5.472 -1.858 -4.541
H36 -1.164 1.475 1.161
H37 6.005 -1.500 -2.702
H38 -4.167 -0.357 -6.057
H39 1.683 -1.104 7.546
H40 -4.653 4.075 3.029
H41 -5.843 1.559 2.908
H42 4.237 5.879 2.078
H43 3.728 2.420 3.056
H44 3.973 -6.516 -1.645
H45 -1.246 0.956 -0.444
H46 -5.014 2.702 0.885
H47 -1.676 2.070 -1.818
H48 4.467 2.622 -2.189
H49 -3.911 -1.636 2.273
H50 -2.685 -4.687 -4.658
H51 -4.214 -3.996 -2.788
H52 -3.946 4.722 1.558
H53 1.028 3.398 -1.838
H54 -4.530 2.685 4.775
H55 3.758 0.162 3.155
H56 4.947 0.849 -1.941
H57 4.445 4.685 3.232
H58 6.330 -2.921 -1.746
H59 3.571 -1.626 -2.252
H60 0.017 -1.278 6.990
H61 -5.218 0.054 3.172
H62 -3.694 1.158 4.994
H63 0.300 5.732 1.027
H64 -5.712 -0.851 -6.719
H65 6.035 2.245 -0.238
H66 2.706 0.533 1.843
H67 1.491 4.525 0.563
H68 3.641 -5.230 -2.840
H69 -3.766 -2.006 -3.027
H70 -3.023 -1.074 -4.307
H71 0.490 5.106 -0.768
H72 -1.387 3.804 0.155
H73 -2.919 4.044 2.793
H74 -4.247 -5.676 -3.204
H75 1.517 -3.063 1.063
H76 3.306 -5.070 0.112
H77 -5.424 1.286 5.402
H78 -5.241 0.349 1.052
H79 -0.380 3.389 1.628

gap between HOMO and LUMO: 6.18 eV
charge: +2
HOMO energy: -0.414 hartree
LUMO: -5.091 eV